1.
95
Properties=species:S:1:pos:R:3:forces:R:3 method="wB97M-V/def2-TZVPD" spin_multiplicity=5 max_force_ev_per_a=1.6 total_charge=+2 e_homo_ev="-12.81 / -13.50" relative_energy_ev=0.000
Ru -1.200351 -0.592947 0.642507 -0.3 -0.5 0.5
Te 1.505078 3.171449 -0.096525 0.5 0.4 -0.4
C 2.738835 3.193415 -1.846128 -0.3 -0.1 0.5
C 2.245571 3.898431 -2.927280 -0.1 0.1 -0.3
C 2.973061 3.866792 -4.116087 0.4 -0.3 0.1
N 4.121197 3.189257 -4.254915 -0.3 0.0 0.5
C 4.588383 2.529766 -3.183857 -0.3 0.3 -0.4
C 3.928442 2.505023 -1.958897 0.3 -0.1 -0.1
C 0.388399 1.596668 -0.664843 -0.5 -1.3 0.1
P 0.711039 -0.253671 -0.763090 0.2 1.5 -0.6
C 2.451436 -0.628719 -0.343787 -0.1 -0.2 -0.2
C 3.010970 -0.200737 0.863232 0.2 -0.4 -0.4
C 4.345714 -0.444321 1.143704 0.0 0.0 0.1
C 5.132288 -1.143334 0.234612 0.1 0.0 0.1
C 4.575913 -1.615456 -0.943279 -0.1 0.0 -0.1
C 3.239923 -1.365755 -1.235744 -0.1 0.1 0.0
C 0.478648 -0.706018 -2.512102 0.2 0.1 0.0
C -0.434146 -1.686046 -2.894801 0.1 0.1 0.0
C -0.607517 -1.984578 -4.241842 0.0 0.0 0.0
C 0.131470 -1.307979 -5.203592 0.0 0.0 0.0
C 1.039945 -0.321493 -4.828838 0.0 0.0 0.2
C 1.214269 -0.014077 -3.486423 -0.1 -0.1 0.0
P -1.407762 1.559118 -0.362368 0.8 0.0 -0.5
C -1.808181 3.138702 0.395010 -0.1 0.0 0.5
C -1.375375 3.378721 1.708453 -0.1 0.2 -0.2
C -1.566723 4.626154 2.289707 0.1 -0.3 0.0
C -2.195895 5.630613 1.567178 -0.1 0.1 -0.2
C -2.641515 5.390024 0.271554 0.0 -0.1 0.0
C -2.452422 4.142842 -0.320246 0.0 0.2 0.2
C -2.185800 1.476821 -2.002952 -0.2 -0.1 0.2
C -1.581345 2.086352 -3.100412 0.1 0.0 0.0
C -2.193749 2.026984 -4.342421 -0.1 0.0 0.0
C -3.409511 1.365983 -4.491879 0.0 0.0 0.0
C -4.017137 0.758744 -3.399499 0.1 0.0 0.0
C -3.405100 0.806891 -2.153457 0.2 0.2 -0.1
H 1.318342 4.460933 -2.870419 0.1 0.0 0.0
H 2.617211 4.406842 -4.987321 0.1 0.0 0.0
H 5.526376 1.999162 -3.312549 -0.1 0.0 0.0
H 4.347852 1.955677 -1.131350 0.1 -0.1 0.1
H 2.401735 0.270104 1.597332 -0.4 0.5 0.4
H 4.771501 -0.103234 2.082127 -0.1 0.0 -0.1
H 6.176432 -1.334102 0.456105 -0.1 0.0 0.0
H 5.181525 -2.181690 -1.642606 -0.1 0.1 0.1
H 2.818375 -1.734910 -2.162294 0.0 0.0 0.0
H -1.014819 -2.211128 -2.147877 0.0 0.0 0.1
H -1.320526 -2.744669 -4.539617 0.1 0.0 0.0
H -0.001157 -1.546959 -6.252645 0.0 0.0 0.1
H 1.608986 0.210786 -5.583098 0.0 0.0 0.1
H 1.910343 0.768098 -3.192298 0.0 -0.1 0.0
H -0.910073 2.581519 2.278156 0.1 0.0 -0.1
H -1.239333 4.811248 3.307105 0.0 0.0 -0.1
H -2.351959 6.603381 2.020068 0.0 -0.1 -0.1
H -3.147069 6.172753 -0.281802 0.0 -0.1 0.0
H -2.810235 3.958792 -1.323758 0.0 0.0 0.0
H -0.626506 2.590040 -2.984144 -0.1 0.0 0.0
H -1.722632 2.495008 -5.197745 0.0 0.0 0.0
H -3.883569 1.322846 -5.465491 0.0 0.0 0.1
H -4.964145 0.245566 -3.517588 0.1 0.0 0.0
H -3.872564 0.327129 -1.306374 0.0 0.0 0.1
S -3.460023 -1.254120 0.984551 0.1 0.1 -0.1
C -2.686361 -2.781425 0.700382 0.1 -0.1 0.0
N -1.387017 -2.667527 0.520862 0.3 -0.1 -0.1
C -0.755411 -3.894729 0.280104 -0.1 0.4 0.0
C 0.601618 -4.113758 0.065661 0.1 0.1 0.0
C 1.025293 -5.413314 -0.145220 0.1 0.1 0.0
C 0.117595 -6.476410 -0.138826 -0.1 -0.1 0.0
C -1.231418 -6.263394 0.080179 0.0 -0.1 0.0
C -1.656147 -4.955939 0.289507 -0.2 0.0 0.0
S -3.281396 -4.375270 0.599953 -0.2 -0.2 0.0
H 1.298528 -3.282096 0.071261 0.0 -0.1 0.0
H 2.077351 -5.614006 -0.314081 -0.1 0.0 0.0
H 0.476092 -7.485025 -0.305392 0.0 0.1 0.0
H -1.932473 -7.089700 0.088406 0.1 0.1 0.0
C -2.450495 1.447106 4.202989 0.0 -0.2 0.1
C -2.161666 -0.040607 4.412715 -0.1 0.3 -0.2
As -0.787836 -0.757986 3.244431 0.1 -0.2 0.2
C 0.902966 -0.049149 3.921588 -0.2 0.1 0.2
C 1.093717 -0.079335 5.437694 0.0 0.0 -0.1
C -0.780962 -2.654958 3.727627 -0.1 0.1 0.0
C -1.053223 -2.958805 5.201000 0.0 0.0 -0.1
H -3.264833 1.761823 4.855712 0.0 0.0 0.0
H -2.750864 1.657547 3.176232 0.0 0.0 0.0
H -1.583048 2.066050 4.440925 0.0 0.0 0.0
H -3.045792 -0.644024 4.215700 -0.1 0.0 0.0
H -1.845109 -0.252004 5.429282 0.0 0.0 0.1
H 0.968902 0.969801 3.545491 0.0 0.2 -0.1
H 1.673809 -0.619877 3.417821 0.2 -0.2 -0.1
H 0.253220 0.366288 5.969730 0.0 0.0 0.0
H 1.986517 0.489789 5.702489 0.0 0.0 0.0
H 1.233013 -1.093107 5.806411 0.0 0.0 0.0
H 0.175839 -3.051785 3.395719 0.2 0.0 0.0
H -1.543136 -3.123548 3.106861 0.0 0.0 0.0
H -0.401729 -2.408721 5.876347 0.0 0.0 0.0
H -0.894158 -4.022537 5.383999 0.0 0.0 0.0
H -2.083518 -2.732097 5.469285 0.0 0.0 0.0

2.
54
Properties=species:S:1:pos:R:3:forces:R:3 method="wB97M-V/def2-TZVPD" spin_multiplicity=2 max_force_ev_per_a=3.7 total_charge=0 e_homo_ev="-3.81 / -7.07"
Sn 11.040672 12.055235 10.721209 0.7 -0.8 0.1
O 10.727952 10.940590 9.008344 0.1 -0.7 -0.2
N 11.644975 9.896869 8.835078 -2.4 1.1 0.0
C 11.151037 8.703209 8.348793 2.6 -2.4 1.1
C 12.053813 7.615220 8.268484 -2.1 2.6 -1.3
C 13.428672 7.929205 8.173047 0.3 -1.4 -0.3
C 13.847852 9.170238 8.588574 0.5 1.9 1.1
C 12.968228 10.153500 9.077816 2.2 -0.8 -0.7
S 13.475583 11.583594 10.007448 -0.8 -0.4 -0.1
H 10.113870 8.536213 8.187358 -0.7 0.5 0.3
H 11.587288 6.687321 7.991615 0.3 -0.4 -0.1
H 14.134249 7.232395 7.710433 -0.3 0.2 0.4
H 14.921758 9.395457 8.614878 -0.5 -0.1 0.1
O 10.903812 13.708597 9.446905 -0.3 1.2 -0.5
P 10.467146 14.876762 8.593465 0.5 -1.1 -1.6
N 11.522489 14.949666 7.293989 0.5 -0.9 0.8
C 12.565938 13.927595 7.077178 -0.6 -1.6 -1.1
C 13.524564 14.577071 5.983640 -1.5 -0.5 1.3
C 12.612496 15.613875 5.231502 1.6 0.9 0.7
C 11.361419 15.750927 6.115033 -2.8 -0.1 -1.4
N 8.870279 14.622641 8.152396 1.1 1.5 -0.1
C 8.197283 13.312761 8.151494 0.0 -0.7 0.0
C 6.782503 13.591568 7.646887 0.0 2.1 1.1
C 7.006573 14.795125 6.684521 -0.2 0.0 0.7
C 8.081651 15.654646 7.416432 -2.1 -0.7 1.4
N 10.649478 16.370420 9.215166 -1.1 1.3 1.2
C 11.961584 17.079298 9.333949 1.1 -2.4 -1.3
C 11.681028 18.418830 9.919524 -0.8 1.0 0.6
C 10.426724 18.196803 10.811299 0.3 -1.2 1.5
C 9.818050 16.812212 10.396843 -1.1 -0.2 -0.6
H 12.069575 12.926267 6.722979 0.9 1.7 0.3
H 13.070247 13.651335 8.011793 -0.1 0.3 -0.3
H 13.918826 13.771822 5.358599 0.0 0.4 0.0
H 14.325195 15.029130 6.562213 0.2 0.2 -0.3
H 12.477641 15.261570 4.194920 -0.5 0.3 0.6
H 13.099881 16.634772 5.186783 -0.3 -1.2 -0.1
H 10.449184 15.460036 5.491523 0.9 -0.4 0.5
H 10.982363 16.732911 6.422876 1.0 0.5 -0.1
H 8.192366 12.884445 9.156052 0.0 0.1 0.0
H 8.684821 12.587009 7.507718 0.4 0.0 -0.2
H 6.200470 13.897661 8.555433 0.2 0.0 -0.9
H 6.243583 12.799920 7.170165 0.1 -0.7 -0.2
H 6.097789 15.354739 6.443879 0.1 0.0 0.3
H 7.326896 14.394649 5.733353 0.6 0.0 -0.3
H 7.528986 16.277585 8.196697 0.6 -0.5 -1.0
H 8.607949 16.337159 6.770677 0.6 -0.1 -0.2
H 12.435612 17.102696 8.312072 -0.4 0.1 1.1
H 12.612993 16.424840 9.977261 -0.3 0.8 -0.4
H 11.357609 19.113632 9.121172 0.6 -0.2 0.3
H 12.547017 18.814532 10.520352 -0.9 -0.2 -0.9
H 9.656499 18.979980 10.718123 0.6 -0.2 0.2
H 10.759329 18.087839 11.888514 -0.6 0.5 -1.1
H 8.732361 16.953339 10.091165 1.3 -0.3 0.2
H 9.797777 16.015847 11.201984 0.3 1.0 -0.7